ORCA calculation (ωB97M-V/def2-TZVPD) on a 2-piece molecular cluster, C15H16N2O overall at a distorted geometry.

Output
- LUMO energy (eV) = 0.59
- HOMO energy (eV) = -9.3
- relative energy (zero: lowest compared OMol25 entry of this formula, charge and spin) (kJ/mol) = 917.9
- structure (SMILES) = C#CC[C@@H]1CNC(=O)[C@@H]1CC#C.c1ccncc1

```
34
C15H16N2O (ωB97M-V/def2-TZVPD)
C -0.684 1.557 1.455
C 0.350 1.341 0.646
C 1.468 0.664 -0.337
C 1.620 -0.948 -0.073
C 0.692 -1.540 1.146
N 1.552 -1.114 2.329
C 3.016 -0.979 1.989
O 3.934 -0.573 2.770
C 3.033 -1.507 0.464
C 4.363 -1.375 -0.437
C 4.985 0.103 -0.406
C 5.723 1.206 -0.376
H -1.710 1.528 1.999
H 1.097 0.850 -1.424
H 2.477 1.185 -0.127
H 1.302 -1.363 -1.116
H 0.675 -2.697 0.970
H -0.417 -1.242 1.174
H 1.149 -0.255 2.768
H 2.804 -2.648 0.586
H 5.105 -2.195 -0.114
H 4.048 -1.644 -1.528
H 6.499 2.068 -0.396
N -3.809 0.829 0.159
C -3.792 -0.117 -0.798
C -4.645 -0.124 -1.890
C -5.574 0.901 -2.004
C -5.615 1.890 -1.030
C -4.717 1.810 0.022
H -3.051 -0.898 -0.662
H -4.585 -0.910 -2.632
H -6.259 0.930 -2.844
H -6.327 2.704 -1.089
H -4.708 2.561 0.806
```

Löwdin population analysis, charges in e, atoms 1 to 6:
1 C 0.035
2 C -0.101
3 C -0.129
4 C -0.242
5 C -0.165
6 N 0.025

ORCA calculation (ωB97M-V/def2-TZVPD) on C4H12BrLiNO7 as an isolated structure.

Output
- LUMO energy (eV) = 2.44
- charge = -1
- HOMO energy (eV) = -5.1

```
26
C4H12BrLiNO7 (ωB97M-V/def2-TZVPD)
Li -0.322 -0.181 -1.113
Br 1.597 0.515 -2.536
N -2.455 -0.855 -2.491
O -3.464 -1.031 -3.172
O -1.546 -1.721 -2.420
O -2.294 0.222 -1.830
C 1.450 -2.188 2.200
C 0.482 -2.478 1.078
O 0.753 -1.710 -0.105
O 2.713 -2.821 2.045
H 1.021 -2.560 3.131
H 1.581 -1.100 2.260
H -0.552 -2.266 1.363
H 0.472 -3.546 0.816
H 1.564 -2.050 -0.494
H 3.131 -2.500 1.240
C -0.561 2.494 0.698
C -0.688 3.265 -0.588
O 0.553 3.563 -1.206
O -0.393 1.092 0.447
H -1.494 2.624 1.275
H 0.247 2.897 1.317
H -1.119 4.234 -0.331
H -1.353 2.713 -1.262
H 0.922 2.743 -1.609
H -0.245 0.647 1.285
```

Löwdin population analysis, charges in e, atoms 1 to 6:
1 Li 0.493
2 Br -0.316
3 N -0.618
4 O -0.024
5 O -0.098
6 O -0.143

ORCA calculation (ωB97M-V/def2-TZVPD) on C22H19N4O6Tc as an isolated structure.

Output
- LUMO energy (spin up / spin down) (eV) = -3.87 / -4.71
- charge = +1
- HOMO energy (spin up / spin down) (eV) = -11.8 / -12.0
- 2S+1 = 2
- relative energy (zero: lowest compared OMol25 entry of this formula, charge and spin) (kJ/mol) = 71.5

```
52
C22H19N4O6Tc (ωB97M-V/def2-TZVPD)
Tc 0.206 0.109 -1.695
O 0.817 -1.682 -1.945
C 0.630 -2.767 -1.200
C 1.706 -3.584 -0.856
C 1.467 -4.711 -0.096
C 0.173 -5.064 0.307
C -0.892 -4.276 -0.059
C -0.668 -3.105 -0.800
C -1.745 -2.292 -1.268
N -1.627 -1.112 -1.770
C -2.862 -0.534 -2.322
C -2.636 0.949 -2.533
N -1.550 1.365 -1.654
C -1.689 2.431 -0.949
C -0.605 3.083 -0.283
C -0.795 4.061 0.705
C 0.288 4.747 1.201
C 1.563 4.501 0.674
C 1.767 3.575 -0.329
C 0.678 2.839 -0.798
O 0.840 1.936 -1.762
H 2.700 -3.315 -1.188
H 2.300 -5.340 0.190
H 0.014 -5.961 0.889
H -1.904 -4.551 0.215
H -2.746 -2.725 -1.221
H -3.690 -0.719 -1.635
H -3.097 -1.023 -3.267
H -3.537 1.533 -2.343
H -2.323 1.147 -3.560
H -2.671 2.905 -0.927
H -1.794 4.270 1.069
H 0.159 5.487 1.977
H 2.410 5.055 1.058
H 2.746 3.390 -0.750
C -1.956 -0.042 1.466
C -0.473 -0.044 1.388
N 0.319 -0.017 0.314
C 1.629 -0.024 0.756
C 1.631 -0.063 2.107
N 0.308 -0.076 2.474
C 2.680 -0.082 3.169
O 3.924 -0.056 2.767
O 2.315 -0.112 4.318
C 2.734 0.031 -0.237
O 3.895 0.007 0.162
O 2.342 0.104 -1.449
H -2.391 -0.020 0.472
H -2.302 0.830 2.022
H -2.306 -0.935 1.986
H 0.025 -0.104 3.446
H 3.999 -0.019 1.766
```

Löwdin population analysis, charges in e, atoms 1 to 6:
1 Tc 1.749
2 O -0.223
3 C -0.312
4 C 0.025
5 C -0.032
6 C -0.060

ORCA calculation (ωB97M-V/def2-TZVPD) on an isolated ion of composition C10H14NO and charge +1 at a distorted geometry.

Output
- LUMO energy (spin up / spin down) (eV) = -6.61 / -6.60
- charge = +1
- HOMO energy (spin up / spin down) (eV) = -14.5 / -14.5
- relative energy (zero: lowest compared OMol25 entry of this formula, charge and spin) (kJ/mol) = 419.1

```
26
C10H14NO (ωB97M-V/def2-TZVPD)
C -0.638 -3.543 -1.018
C -2.195 -2.285 0.471
C 0.191 -2.444 -1.120
C -1.283 -1.280 0.470
C -1.842 -3.526 -0.182
C -0.165 -1.357 -0.320
C -0.622 1.828 -0.453
C 1.832 1.589 -1.113
C 1.120 1.435 1.330
C 0.744 1.225 -0.072
N -2.432 -4.698 -0.075
O 0.785 -0.309 -0.425
H -0.401 -4.498 -1.495
H -3.020 -2.138 1.145
H 1.132 -2.460 -1.591
H -1.462 -0.601 1.284
H -1.505 1.447 -0.029
H -0.546 2.849 -0.233
H -0.732 1.755 -1.449
H 1.787 2.687 -1.163
H 2.796 1.275 -0.781
H 1.723 1.094 -2.036
H 0.337 1.836 1.773
H 1.102 0.311 1.756
H 2.144 1.836 1.634
H -3.400 -4.617 0.343
```

Löwdin population analysis, charges in e, atoms 1 to 6:
1 C 0.081
2 C 0.068
3 C 0.058
4 C 0.011
5 C -0.309
6 C -0.145

ORCA calculation (ωB97M-V/def2-TZVPD) on C2F6NO3S2Sn as an isolated structure at a distorted geometry.

Output
- LUMO energy (spin up / spin down) (eV) = -0.58 / -0.58
- HOMO energy (spin up / spin down) (eV) = -6.8 / -10.7
- 2S+1 = 2

```
15
C2F6NO3S2Sn (ωB97M-V/def2-TZVPD)
N 0.010 0.027 0.638
S 1.467 -0.733 0.325
O 2.180 -0.550 1.647
C 2.122 0.710 -0.684
F 2.224 1.801 0.051
F 1.311 0.934 -1.704
F 3.322 0.367 -1.128
S -1.360 -0.779 0.395
O -2.183 -0.335 1.538
O -1.224 -2.180 0.030
C -2.071 0.069 -1.110
F -2.086 1.374 -0.920
F -1.325 -0.219 -2.160
F -3.302 -0.373 -1.287
Sn -0.170 0.669 2.674
```

Löwdin population analysis, charges in e, atoms 1 to 6:
1 N -0.672
2 S 0.970
3 O -0.560
4 C -0.782
5 F 0.140
6 F 0.136

ORCA calculation (ωB97M-V/def2-TZVPD) on a 2-piece molecular cluster, C31H31N2O2S2 overall at a distorted geometry.

Output
- LUMO energy (eV) = 1.86
- charge = -1
- HOMO energy (eV) = -4.4

```
68
C31H31N2O2S2 (ωB97M-V/def2-TZVPD)
N -5.935 -1.393 3.054
C -4.846 -0.804 2.174
C -5.267 -1.146 0.668
C -4.818 -0.069 -0.429
C -4.236 -0.732 -1.798
S -2.450 -1.113 -1.455
C -1.424 -0.707 -2.922
S -2.215 -0.460 -4.406
N 0.047 -0.568 -2.927
C 0.710 -1.450 -1.934
C 0.723 -1.189 -0.383
C 1.463 -2.126 0.595
C 2.246 -3.353 0.043
C 2.220 -3.620 -1.483
C 1.476 -2.698 -2.484
C 0.487 0.808 -2.594
C -0.444 1.999 -2.252
C 0.228 3.368 -1.884
C 1.777 3.583 -1.826
C 2.723 2.405 -2.187
C 2.043 1.029 -2.558
C -4.768 0.758 2.529
C -3.300 1.323 2.801
C -2.090 1.241 1.843
C -0.681 1.826 2.208
C -0.487 2.566 3.579
C -1.694 2.701 4.568
C -3.045 2.067 4.168
C -3.501 -1.630 2.591
O -3.258 -1.824 3.840
O -2.630 -2.176 1.669
H -5.705 -1.161 4.033
H -5.860 -2.412 2.914
H -4.787 -2.153 0.356
H -6.395 -1.314 0.639
H -5.779 0.485 -0.761
H -4.041 0.690 -0.082
H -4.349 0.084 -2.600
H -4.852 -1.646 -2.090
H 0.158 -0.263 -0.010
H 1.426 -1.871 1.702
H 2.792 -4.005 0.813
H 2.809 -4.516 -1.883
H 1.500 -2.903 -3.615
H -1.574 1.875 -2.256
H -0.456 4.247 -1.606
H 2.266 4.570 -1.526
H 3.867 2.466 -2.167
H 2.734 0.150 -2.810
H -5.352 0.898 3.519
H -5.285 1.449 1.774
H -2.177 0.710 0.841
H 0.226 1.745 1.522
H 0.540 3.023 3.829
H -1.599 3.230 5.587
H -3.936 2.157 4.888
C 8.445 -0.185 -1.229
C 7.637 0.215 -2.288
C 6.257 0.052 -2.214
C 5.682 -0.505 -1.072
C 6.492 -0.903 -0.013
C 7.872 -0.747 -0.092
H 9.521 -0.059 -1.289
H 8.084 0.654 -3.175
H 5.627 0.356 -3.044
H 4.606 -0.629 -1.013
H 6.046 -1.337 0.876
H 8.502 -1.062 0.733
```

Löwdin population analysis, charges in e, atoms 1 to 6:
1 N 0.015
2 C -0.394
3 C -0.148
4 C -0.252
5 C -0.457
6 S 0.886

| no. | E_tot (eV) |
| --- | --- |
| 1 | -20833.8654 |
| 2 | -90414.0228 |
| 3 | -43562.4499 |
| 4 | -14124.3389 |
| 5 | -53511.0174 |
| 6 | -61383.6319 |